# 1
14
Properties=species:S:1:pos:R:3:forces:R:3 method="wB97M-V/def2-TZVPD" energy_ev=-29904.83747 e_above_lowest_kcal_mol=57.4 smiles="CO[C@@H]1NNC(=S)S1" total_charge=0 homo_energy_ev=-8.2 orbital_gap_ev=8.84
C 1.44646 -1.03598 0.12629 -0.01 -0.06 -0.02
O 0.61027 0.03774 0.53222 0.05 0.44 0.17
C -0.45405 0.26866 -0.25364 -1.14 -1.66 -0.52
N -1.15655 1.40831 0.13948 0.28 0.61 0.60
N -2.52242 1.26072 -0.13650 0.09 0.03 0.09
C -3.09765 0.02235 -0.00674 0.21 0.02 -0.01
S -4.71653 -0.16290 0.08374 -0.31 -0.06 0.02
S -1.91787 -1.24423 -0.02435 0.85 0.91 -0.01
H 2.15081 -1.19461 0.94038 -0.03 0.00 -0.12
H 1.98141 -0.79022 -0.79410 -0.03 -0.01 0.02
H 0.84343 -1.93573 -0.02106 0.06 -0.02 0.01
H -0.29472 0.18789 -1.33126 0.15 0.08 0.10
H -0.96134 1.58003 1.13224 -0.33 -0.19 -0.19
H -3.10807 2.06493 0.04945 0.17 -0.08 -0.15

---

# 2
149
Properties=species:S:1:pos:R:3:forces:R:3 method="wB97M-V/def2-TZVPD" energy_ev=-210413.71831 total_charge=-2 homo_energy_ev=-4.6 orbital_gap_ev=1.78
Hg 0.99569 5.72121 -2.80427 0.03 -0.01 0.02
Zn -6.00643 0.46637 -3.64854 0.16 0.11 -0.20
S -4.43829 4.14888 -5.62597 2.21 5.21 -1.40
O -4.97822 5.00043 -6.70854 0.45 -1.27 1.33
O -5.35240 3.94625 -4.51653 -1.20 0.07 1.55
O -4.40670 2.75776 -6.00412 -0.12 -3.60 -0.95
O -3.10884 4.61715 -5.17261 -1.61 -0.63 -0.29
S 5.53892 4.62129 1.21718 -1.02 2.84 -0.59
O 6.84198 4.53716 0.55253 1.30 -0.35 -0.83
O 5.30766 3.20911 1.30252 -0.60 -2.90 -0.33
O 5.76500 5.19042 2.50915 -0.08 0.91 1.13
O 4.55429 5.30590 0.39061 0.37 -0.48 0.59
C -0.38051 -1.35442 0.69564 -0.69 1.07 -1.53
F -1.29847 -2.30643 0.73150 -0.42 -0.63 0.15
F -0.71623 -0.45973 1.65577 0.63 -0.31 -0.30
F 0.78841 -1.92060 0.96365 0.45 0.25 0.33
S -0.48269 -0.55884 -1.07808 -1.63 0.37 -2.20
O 0.01270 -1.55862 -2.04248 -0.13 0.41 1.76
O -1.93680 -0.32133 -1.21877 1.37 -0.62 0.82
O 0.25723 0.69040 -1.11488 0.40 -0.59 0.97
C -8.95351 -5.97643 -4.26427 0.30 0.50 -1.22
F -10.15095 -5.31814 -4.34715 0.89 -0.45 0.32
F -8.55030 -5.96476 -2.97151 -0.54 -0.37 -0.89
F -9.19918 -7.25790 -4.68141 0.24 1.01 0.82
S -7.58521 -5.17091 -5.40610 0.75 0.69 -1.58
O -7.12929 -3.97978 -4.67371 -1.09 -1.06 -0.37
O -6.58234 -6.22167 -5.49491 -0.54 -0.04 0.61
O -8.20289 -4.90884 -6.73239 -0.02 -0.24 2.30
C -10.06715 -0.15222 -1.01768 0.05 -1.49 -0.25
C -10.80850 0.22091 -2.29120 1.07 1.57 -1.78
O -9.91929 0.25171 -3.44801 0.12 -0.80 0.80
O -8.65798 0.10838 -1.01358 -0.94 0.71 -0.15
H -10.18023 -1.22934 -0.89474 -0.02 -0.27 -0.07
H -10.63253 0.26105 -0.18242 0.27 0.53 0.20
H -11.15840 1.25323 -2.29052 -0.43 0.07 0.76
H -11.65577 -0.43600 -2.48793 0.04 -0.21 0.31
H -10.42584 0.48977 -4.22797 -0.14 -0.06 0.07
H -8.34456 -0.19150 -0.15717 0.18 -0.02 0.03
C 6.95715 -2.27551 -1.77270 -2.25 -0.54 -1.13
C 7.69842 -1.74906 -2.94899 0.73 0.53 0.35
O 8.11586 -0.42798 -2.64670 -0.33 0.53 -0.07
O 7.61064 -2.08326 -0.60160 1.66 -0.18 2.04
H 6.71637 -3.31813 -1.98021 0.30 -0.43 -0.04
H 5.96077 -1.84544 -1.67093 -0.18 0.57 -0.41
H 7.02719 -1.80135 -3.80620 0.19 -0.04 -0.31
H 8.61564 -2.32765 -3.05877 -0.08 -0.48 -0.45
H 8.68366 -0.08856 -3.34240 -0.06 -0.11 -0.07
H 7.53154 -2.87493 -0.06438 0.03 0.15 0.11
C -2.17711 -2.16151 -10.20275 0.25 1.75 0.76
C -0.89174 -1.53471 -9.63958 -0.31 -1.09 0.28
O -0.95769 -0.11026 -9.49521 0.00 -0.87 -0.35
O -2.49180 -1.31910 -11.29430 -0.92 -0.91 -1.04
H -2.96160 -2.13025 -9.44665 -0.28 0.14 0.17
H -2.09936 -3.22103 -10.44665 0.36 0.23 -0.57
H -0.11986 -1.79809 -10.36271 0.30 0.48 0.22
H -0.70928 -2.02816 -8.68495 0.48 0.13 0.21
H -1.76728 0.08986 -9.01969 -0.02 0.13 0.39
H -2.75124 -0.46749 -10.93508 0.15 0.01 -0.06
C -0.09172 -7.81987 -3.76129 0.18 2.16 0.10
C 0.43129 -7.21157 -5.05149 -1.09 -1.19 -1.02
O 1.55891 -6.42642 -4.84910 0.12 0.42 0.17
O -1.37367 -8.36674 -3.85505 0.08 -1.62 -0.14
H -0.22749 -6.92924 -3.14774 0.48 0.22 0.62
H 0.69768 -8.40007 -3.28346 -0.63 -0.77 -0.02
H -0.40457 -6.64400 -5.46051 -0.14 0.49 -0.12
H 0.62309 -7.93033 -5.84818 0.37 -0.36 0.21
H 1.18047 -5.65356 -4.42357 0.60 0.51 0.21
H -1.95200 -7.76056 -4.32374 0.00 0.18 0.01
C -2.54187 8.32200 -0.29824 0.86 -0.77 -0.61
C -1.69944 9.49498 -0.82564 1.12 0.23 0.47
O -0.83014 9.21661 -1.95925 -1.04 -0.21 0.80
O -1.76209 7.12919 0.04290 -0.67 1.34 -0.54
H -3.26275 8.07254 -1.07684 -0.01 -0.42 0.12
H -3.07012 8.58642 0.61780 -0.19 0.58 -0.21
H -1.05759 9.83802 -0.01418 0.32 -0.18 0.26
H -2.29925 10.38476 -1.01697 -0.57 -0.23 -0.28
H -0.88727 9.97071 -2.55058 -0.03 -0.09 -0.05
H -1.61261 7.21267 0.98751 0.25 -0.26 0.03
C 1.37606 5.49283 7.94227 -1.31 0.23 -0.19
C 0.65051 5.40208 6.58759 0.59 0.31 -1.24
O 0.59663 6.63452 5.83861 -0.72 0.11 1.07
O 2.58376 6.20129 8.00138 0.99 -0.37 -0.56
H 1.49962 4.46292 8.27710 0.46 0.04 0.13
H 0.68585 5.96718 8.63991 -0.28 -0.04 0.10
H -0.34468 4.99760 6.77223 -0.30 0.59 0.12
H 1.02422 4.72036 5.82358 0.81 -0.63 0.65
H 1.48516 6.99798 5.83715 0.20 -0.09 -0.07
H 2.47262 7.14320 8.14988 -0.44 -0.14 -0.02
C 5.02238 -1.16112 8.93598 0.62 -0.41 -2.36
C 4.55441 -1.28821 7.40265 -0.44 -0.22 0.78
O 4.46159 -0.02112 6.79398 0.01 0.56 0.59
O 6.39699 -0.78243 8.89946 -0.01 0.41 0.34
H 5.03850 -2.12280 9.44882 -0.89 -0.23 -0.12
H 4.45758 -0.42848 9.51248 0.03 0.03 -0.31
H 3.62213 -1.83708 7.26970 -0.51 0.06 0.61
H 5.21911 -1.89030 6.78317 0.84 -0.28 0.55
H 4.20703 -0.12041 5.87368 -0.01 -0.07 -0.04
H 6.81136 -1.50827 8.42717 0.37 0.14 -0.05
C 3.84154 -8.05072 2.89281 0.47 -1.58 0.48
C 4.33083 -7.47842 4.21057 -0.11 0.13 0.09
C 4.56800 -8.55790 5.31784 -1.68 1.12 0.66
O 4.95246 -7.83055 6.52432 0.59 -1.40 -1.05
C 5.24855 -8.68853 7.63629 -0.31 1.15 -0.59
N 5.62185 -6.83660 3.94844 -0.99 0.12 -0.17
H 3.76783 -7.37745 2.03878 0.17 0.16 0.38
H 2.94206 -8.66244 2.96238 -0.31 0.37 0.21
H 4.60948 -8.80889 2.73938 0.19 -0.20 -1.01
H 3.60705 -6.71502 4.49598 0.10 -0.06 0.74
H 5.20793 -9.38112 5.00020 0.98 0.42 -0.05
H 3.66497 -9.10482 5.58897 -0.61 0.12 -0.10
H 4.45360 -9.42448 7.75686 -0.13 0.01 0.29
H 5.30188 -7.95980 8.44512 -0.10 -0.51 0.39
H 6.20258 -9.21142 7.56911 0.16 0.01 -0.32
H 6.10227 -7.55736 3.42902 0.94 0.21 0.16
H 6.02084 -6.66144 4.85961 0.63 -0.06 -0.11
C 3.10028 6.51190 -7.79566 1.58 0.80 -0.56
C 4.15811 5.76697 -6.90158 -1.26 2.05 0.22
C 5.02123 6.68326 -5.96114 -0.34 -0.81 -1.03
O 4.23041 7.53185 -5.14973 1.48 1.44 -0.13
C 4.96655 8.72049 -4.70883 -0.37 -0.67 0.30
N 3.30826 4.93462 -6.10491 0.19 -1.57 0.47
H 2.19683 6.80601 -7.26146 0.20 -0.31 0.25
H 2.84617 5.94471 -8.69110 -0.18 -0.50 0.26
H 3.50412 7.42405 -8.23498 0.20 0.29 0.16
H 4.85332 5.16867 -7.49049 0.24 0.24 -0.40
H 5.74837 7.18447 -6.60001 -0.22 0.87 -0.26
H 5.69652 6.04019 -5.39676 -0.27 -0.35 0.68
H 4.26627 9.47598 -4.35251 -0.29 -0.18 -0.41
H 5.65209 9.15246 -5.43790 -0.41 -0.11 -0.70
H 5.62786 8.57285 -3.85503 -0.06 -0.82 0.29
H 3.85817 4.10836 -5.91786 -0.05 -0.38 0.82
H 2.59646 4.56611 -6.71944 -0.48 0.00 0.08
C -6.49340 0.82984 6.91200 0.93 -0.09 -0.18
C -5.26125 -0.03638 6.51779 0.20 1.95 -0.57
C -4.41529 -0.59116 7.62506 -0.27 -0.49 1.72
O -3.73726 0.45698 8.32217 0.57 -0.31 0.81
C -3.04364 0.05086 9.55076 -0.61 0.50 -1.39
N -5.73497 -1.00572 5.53306 0.25 -0.54 0.87
H -7.23752 0.23376 7.44028 -0.11 0.03 0.00
H -6.90519 1.23617 5.98819 -0.20 -0.34 -0.03
H -6.23338 1.71721 7.48912 0.20 -0.27 0.37
H -4.52878 0.64127 6.07916 -0.25 0.24 -0.76
H -3.72855 -1.35476 7.25980 0.40 0.11 -0.33
H -5.04908 -1.12282 8.33481 -0.31 -0.22 0.40
H -2.26631 -0.68290 9.33757 -0.14 -0.29 -0.05
H -3.75147 -0.30343 10.30013 -0.08 -0.24 -0.06
H -2.53481 0.92455 9.95800 -0.21 0.15 -0.24
H -6.16565 -1.69543 6.13216 -0.92 -0.43 -0.09
H -4.97083 -1.56595 5.18330 0.56 0.25 -0.47

---

# 3
21
Properties=species:S:1:pos:R:3:forces:R:3 method="wB97M-V/def2-TZVPD" energy_ev=-18969.45205 e_above_lowest_kcal_mol=14.3 total_charge=0 s2=0.753 spin_multiplicity=2 homo_energy_ev="-8.3 / -11.0" orbital_gap_ev="9.35 / 11.10"
Cl -0.24033 -1.40973 3.14103 -0.40 -0.60 1.74
H 0.01699 -1.02636 2.00183 0.42 0.60 -1.80
C 0.81261 -0.16026 -0.66776 -1.96 -1.21 1.97
H 1.45893 -0.04234 0.18241 0.88 0.36 0.11
C 0.58778 -1.59591 -1.03859 0.70 -0.89 -0.98
C 1.73949 -2.56897 -0.59724 -0.21 0.17 -0.18
C -0.42676 0.67917 -0.57046 -0.66 1.62 -1.04
C -0.50106 1.74105 0.59793 -0.21 -0.24 -1.04
C -1.68017 2.69607 0.35688 -0.21 0.12 -0.32
H -0.38862 -2.05056 -0.69686 0.72 0.82 -0.25
H 0.54001 -1.57317 -2.16082 -0.12 -0.46 0.69
H 1.81513 -3.40997 -1.30531 -0.04 0.24 0.31
H 2.71373 -2.04901 -0.60458 -0.40 -0.19 0.02
H 1.58232 -3.00583 0.41559 0.02 0.47 -0.63
H -0.41462 1.26611 -1.57536 -0.57 -0.63 1.46
H -1.41452 0.10005 -0.52955 1.41 0.44 -0.32
H -0.63492 1.26032 1.57063 0.10 -0.17 -0.10
H 0.42750 2.31613 0.64349 0.02 -0.09 -0.03
H -1.79282 3.44584 1.15200 0.12 -0.22 -0.16
H -1.56257 3.23763 -0.60320 0.02 -0.24 0.48
H -2.63810 2.14973 0.28794 0.39 0.12 0.07